Record 1
{
  "formula": "C3H7N2S",
  "method": "ωB97M-V/def2-TZVPD",
  "species": ["C", "C", "C", "N", "N", "S", "H", "H", "H", "H", "H", "H", "H"],
  "positions_angstrom": [[-0.235111, -0.495393, 1.443126], [1.461376, 0.103010, -1.226817], [0.590808, 1.128848, -1.628121], [-1.320259, -1.194562, 1.592702], [1.288284, -0.697057, -0.186969], [2.964322, -0.412222, -1.923644], [-0.286052, 0.498027, 2.065421], [0.104311, 1.552601, -0.733821], [1.065873, 1.999683, -2.086239], [-0.236938, 0.806873, -2.311686], [-2.028597, -0.857730, 2.152241], [-1.312143, -2.087015, 1.170625], [1.918181, -1.368167, 0.228331]],
  "forces_ev_per_angstrom": [[-0.732, 1.638, 1.408], [3.306, -3.771, 1.781], [-2.817, 2.550, -0.453], [3.880, 0.800, -1.584], [-1.680, 1.342, -0.449], [-0.942, 0.546, 0.029], [0.417, -1.588, -1.416], [-0.049, -0.296, -0.212], [0.305, -0.460, -0.202], [0.828, -0.030, 0.480], [-2.215, 0.431, 1.411], [-0.745, -1.228, -0.405], [0.443, 0.066, -0.385]],
  "relative_energy_kj_mol": 513.6,
  "charge": 1,
  "lumo_ev": [-6.2, -5.3]
}


Record 2
{
  "formula": "C15H20AlCl2N2Se",
  "method": "ωB97M-V/def2-TZVPD",
  "species": ["Al", "Cl", "Cl", "C", "H", "H", "C", "C", "H", "C", "H", "C", "H", "H", "C", "H", "H", "C", "H", "H", "H", "H", "C", "N", "C", "Se", "N", "C", "C", "C", "C", "C", "C", "H", "H", "H", "H", "H", "H", "H", "H"],
  "positions_angstrom": [[-0.110008, -0.940224, -1.842423], [-0.356681, 0.748702, -3.237526], [-0.644524, -1.715817, 0.170820], [-0.129679, -2.507383, -2.989705], [-0.365108, -3.575621, -2.608315], [-0.521930, -2.347135, -4.027508], [1.945646, -0.913333, -1.598927], [1.412397, -2.021147, -2.720217], [1.718874, -0.282497, -0.638062], [2.113354, -1.864407, -4.072369], [1.921332, -2.796863, -2.132187], [3.641285, -1.674946, -4.034508], [1.885200, -2.791803, -4.633416], [1.698834, -0.988502, -4.597315], [3.997592, -0.499880, -3.128362], [4.142710, -2.583149, -3.661288], [4.030310, -1.513875, -5.044085], [3.429515, -0.926713, -1.704959], [5.082449, -0.254674, -3.098747], [3.498085, 0.427669, -3.480333], [3.917131, -1.974231, -1.475952], [3.822777, -0.114165, -0.965179], [-3.096204, -0.072154, 1.448184], [-2.198212, 0.887891, 2.069519], [-1.372848, 1.776332, 1.400928], [-1.108412, 1.989557, -0.388177], [-0.892771, 2.585895, 2.396059], [-1.493180, 2.341574, 3.614934], [-1.689802, 3.219340, 4.675526], [-2.696286, 2.894911, 5.592488], [-3.497363, 1.750931, 5.423666], [-3.337216, 0.895850, 4.313847], [-2.303873, 1.231343, 3.422818], [-2.797359, -0.215530, 0.401719], [-4.147312, 0.264519, 1.504533], [-3.002811, -1.033676, 1.983805], [-0.300642, 3.385673, 2.210088], [-1.079468, 4.112420, 4.728646], [-2.880611, 3.545134, 6.451988], [-4.274672, 1.522164, 6.158210], [-3.960519, 0.027819, 4.111781]],
  "forces_ev_per_angstrom": [[0.006, 0.679, 0.288], [-0.554, 0.063, -0.195], [-0.146, 0.289, -0.101], [-0.154, -0.237, 0.929], [0.653, 1.940, -0.573], [0.873, -0.094, 0.876], [0.016, 1.688, 0.271], [0.967, -2.529, 0.655], [-0.968, -2.052, -1.637], [0.416, 0.307, -0.140], [-0.311, -0.907, -0.941], [0.203, 0.293, -0.076], [-0.044, 0.508, 0.127], [-0.131, -0.336, 0.050], [-0.272, -0.315, 0.735], [-0.187, 0.150, 0.020], [-0.151, -0.069, -0.174], [1.367, 1.698, 0.232], [-0.371, -0.496, 0.008], [0.032, -0.529, 0.346], [-0.533, 1.426, -0.149], [-0.460, -1.685, -0.920], [-0.007, -0.356, -0.030], [0.211, 0.020, -0.142], [-0.652, -0.215, 0.768], [0.020, -0.160, 0.536], [0.704, 0.378, -0.114], [-0.593, 0.630, -0.139], [-0.023, -0.639, 0.312], [0.180, -0.062, 0.021], [0.097, -0.537, -0.362], [0.824, 0.576, 0.365], [-1.226, 0.052, -0.615], [-0.123, 0.087, 0.491], [0.411, 0.093, 0.023], [-0.013, 0.378, -0.377], [-0.202, -0.355, -0.193], [-0.184, 0.081, 0.219], [0.083, -0.206, -0.325], [0.272, 0.145, -0.261], [-0.027, 0.298, 0.190]],
  "relative_energy_kj_mol": 364.4,
  "charge": -1,
  "lumo_ev": 2.4
}


Record 3
{
  "formula": "C14H16",
  "method": "ωB97M-V/def2-TZVPD",
  "species": ["C", "C", "C", "C", "C", "C", "C", "H", "H", "H", "H", "H", "H", "H", "H", "C", "C", "C", "C", "C", "C", "C", "H", "H", "H", "H", "H", "H", "H", "H"],
  "positions_angstrom": [[4.090613, 0.154653, -1.297963], [3.102703, -0.165669, -0.197570], [2.348936, 0.873324, 0.335966], [1.614305, 0.692619, 1.514492], [1.574981, -0.540452, 2.129142], [2.269021, -1.600123, 1.537189], [3.037361, -1.431389, 0.393307], [5.073422, 0.258474, -0.842042], [3.838911, 1.077181, -1.818761], [4.198205, -0.644344, -2.038780], [2.247905, 1.832364, -0.150912], [0.982495, 1.513636, 1.841559], [1.070439, -0.794368, 3.051981], [2.238157, -2.551104, 2.059065], [3.358950, -2.313330, -0.155326], [-4.028081, 1.683345, 0.784167], [-3.167366, 0.834397, -0.117325], [-3.685064, 0.073927, -1.156870], [-2.858053, -0.861476, -1.778933], [-1.529013, -0.976337, -1.420650], [-0.932324, 0.007409, -0.619981], [-1.772740, 0.835307, 0.098603], [-4.946738, 1.985607, 0.286719], [-3.541462, 2.608888, 1.101617], [-4.260131, 1.105504, 1.677852], [-4.762401, 0.074451, -1.291339], [-3.195576, -1.493087, -2.585119], [-0.910694, -1.709723, -1.913784], [0.128141, 0.069028, -0.435300], [-1.409775, 1.652028, 0.723705]],
  "forces_ev_per_angstrom": [[-0.188, -0.543, -0.152], [0.467, 0.436, -0.297], [-0.354, -0.330, 0.891], [-0.445, 0.297, -0.486], [0.748, -0.771, -0.109], [0.155, 0.107, 0.414], [-1.069, 0.046, -0.284], [0.116, 0.195, -0.001], [0.009, 0.008, 0.053], [-0.190, 0.029, 0.086], [0.412, 0.078, -0.164], [0.188, -0.078, 0.236], [-0.290, 0.543, -0.027], [-0.051, -0.116, -0.335], [0.634, 0.197, 0.286], [-0.006, 0.045, -0.302], [0.704, 0.447, -0.006], [-0.079, -0.582, 0.953], [0.057, 0.016, -0.003], [0.700, 0.920, -0.600], [-0.713, -0.667, 0.790], [-0.704, 0.883, -0.557], [-0.196, -0.159, 0.048], [0.180, -0.170, -0.032], [-0.208, 0.082, 0.094], [0.109, 0.090, -0.413], [-0.416, -0.168, 0.078], [0.094, -0.109, -0.077], [0.072, -0.263, -0.212], [0.264, -0.465, 0.128]],
  "relative_energy_kj_mol": 55.2,
  "lumo_ev": 0.9
}